# 1
A structure of composition C36H49F27Ni2O22 in a non-equilibrium geometry. Source: the OMol25 dataset; level of theory: ωB97M-V/def2-TZVPD.

Last column: Mulliken spin population.
CARTESIAN COORDINATES (ANGSTROEM)
Ni 16.41355 -7.17856 -2.55559  1.782
Ni 16.81596 -7.92168 0.37552  1.721
O 17.53107 -6.61247 -0.98436  0.133
H 17.97499 -5.74457 -1.04920  -0.009
O 15.95100 -8.71810 -1.29606  0.125
H 15.27335 -9.42185 -1.30335  -0.012
O 15.29700 -7.74519 1.53834  0.103
H 14.45595 -7.72027 2.03488  -0.015
O 16.66619 -5.88877 -3.90024  0.033
H 16.76802 -5.45291 -4.76868  0.017
C 13.29593 -7.46951 4.70987  0.001
C 14.31417 -6.25245 4.59920  0.001
O 15.15813 -6.23929 5.74763  0.000
C 14.81281 -5.84981 6.95796  0.000
O 13.76907 -5.20122 7.20349  0.000
C 15.91096 -5.96450 8.00103  0.000
F 16.22957 -4.70584 8.46471  0.000
F 15.41621 -6.70061 8.99329  0.000
F 17.01301 -6.56195 7.53129  0.000
H 12.56780 -7.51505 3.90002  -0.001
H 12.63444 -7.39314 5.57284  0.000
H 13.68975 -8.48583 4.71936  0.000
H 13.73548 -5.33622 4.48194  0.000
H 14.94761 -6.27691 3.71249  0.000
C 10.45001 -8.01393 -1.16172  0.000
C 11.01585 -8.05726 0.21066  0.001
O 10.13497 -7.72112 1.26891  0.000
C 10.29243 -8.27768 2.53664  -0.001
O 11.06036 -9.20005 2.90614  0.000
C 9.34953 -7.67612 3.57840  0.000
F 8.27655 -8.46285 3.63353  0.000
F 9.79454 -7.55818 4.79225  0.000
F 8.88762 -6.43942 3.25586  0.000
H 11.16978 -8.47629 -1.83719  0.000
H 10.23207 -6.99484 -1.48113  0.000
H 9.53289 -8.59499 -1.25846  0.000
H 11.90341 -7.43046 0.29707  0.001
H 11.44334 -9.04355 0.39117  0.001
C 12.80914 -11.79340 0.09742  0.000
C 12.34461 -12.70205 -1.03823  0.000
O 11.13174 -12.22694 -1.55724  0.000
C 10.86099 -12.28964 -2.90739  0.000
O 11.56601 -12.92055 -3.73411  0.000
C 9.45214 -11.80479 -3.32310  0.000
F 9.62825 -10.52674 -3.88208  0.000
F 8.82988 -12.54298 -4.25284  0.000
F 8.61453 -11.71865 -2.23720  0.000
H 13.79822 -12.08944 0.44698  0.000
H 12.24934 -11.82326 1.03221  0.000
H 12.99199 -10.80674 -0.32823  0.000
H 12.08162 -13.69695 -0.67895  0.000
H 13.11033 -12.91651 -1.78375  0.000
C 15.11348 -4.35055 0.25095  -0.007
C 13.67446 -4.83537 0.05124  0.007
O 13.21149 -4.65747 -1.29127  0.003
C 13.51737 -5.48228 -2.23707  0.012
O 14.38797 -6.39730 -2.14413  0.005
C 12.65256 -5.26273 -3.52777  -0.001
F 13.34144 -4.68510 -4.52956  0.000
F 12.20315 -6.36739 -4.03261  0.000
F 11.58657 -4.54641 -3.17804  0.000
H 15.16261 -3.26338 0.31212  0.000
H 15.83303 -4.72612 -0.47659  0.003
H 15.43752 -4.74882 1.21245  0.001
H 13.09523 -4.39019 0.86020  0.001
H 13.54599 -5.90465 0.21929  -0.003
C 16.77062 -13.29179 -0.21094  0.000
C 17.21574 -11.76846 -0.31356  0.001
O 18.48175 -11.54901 0.25569  -0.001
C 18.86785 -10.34367 0.70908  0.005
O 18.21264 -9.33405 0.57081  0.047
C 20.16648 -10.27798 1.60966  0.001
F 21.07546 -9.67300 0.90571  0.000
F 19.94929 -9.58354 2.73083  0.000
F 20.61397 -11.52927 1.86761  0.000
H 16.60707 -13.82885 0.72336  0.000
H 17.42787 -13.86186 -0.86757  0.000
H 15.80943 -13.24599 -0.72289  0.000
H 16.51267 -11.07040 0.14089  -0.002
H 17.29513 -11.38488 -1.33074  0.000
C 16.38155 -9.20625 -7.00082  0.000
C 15.29026 -8.12974 -6.82794  -0.002
O 14.29066 -8.78583 -6.08031  0.000
C 14.42107 -9.01864 -4.73383  0.010
O 15.31081 -8.50656 -4.10887  0.006
C 13.30651 -9.98504 -4.15382  0.000
F 12.66668 -10.60731 -5.14975  0.000
F 13.84946 -10.89920 -3.35191  0.000
F 12.60924 -9.13477 -3.45226  0.000
H 17.12547 -8.85940 -7.71803  0.000
H 16.03423 -10.12501 -7.47341  0.000
H 16.82429 -9.50399 -6.05033  0.000
H 14.91159 -7.73907 -7.77244  0.000
H 15.68378 -7.28681 -6.25986  0.002
C 20.02934 -7.01343 -7.13615  0.000
C 19.26645 -6.79384 -5.84397  -0.001
O 20.04840 -7.50123 -4.84269  0.002
C 19.50080 -8.08112 -3.70152  0.015
O 18.29045 -8.12466 -3.42299  0.014
C 20.59641 -8.72747 -2.83793  0.000
F 20.99345 -8.04417 -1.77466  0.000
F 20.17625 -9.92323 -2.30979  0.000
F 21.64432 -8.91478 -3.63145  0.000
H 19.43379 -6.52119 -7.90498  0.000
H 20.18398 -8.06489 -7.37831  0.000
H 20.99580 -6.53411 -6.98023  0.000
H 18.25463 -7.19665 -5.88945  0.000
H 19.17887 -5.71911 -5.68465  0.001
C 19.29586 -2.82481 1.14716  0.001
C 18.79671 -4.24809 1.02148  0.003
O 18.64784 -4.71957 2.29868  0.002
C 18.43959 -6.05320 2.55878  0.008
O 18.33331 -6.95211 1.75321  -0.010
C 18.27472 -6.28041 4.05040  0.000
F 18.00388 -5.13224 4.66387  0.000
F 17.34886 -7.16905 4.28549  0.000
F 19.43106 -6.79048 4.40867  0.000
H 20.24565 -2.83880 1.68175  0.000
H 18.60631 -2.20435 1.71959  0.000
H 19.38197 -2.33446 0.17750  0.000
H 19.60376 -4.74770 0.48561  -0.001
H 17.84076 -4.29794 0.50015  0.001
C 12.37561 -10.85588 6.00461  0.000
C 13.00064 -11.36914 4.69326  0.000
O 14.40044 -11.28715 4.86470  0.000
C 15.24305 -11.95570 4.04728  0.000
O 14.95522 -12.67903 3.07975  0.000
C 16.73503 -11.82116 4.43455  0.000
F 16.75535 -11.29863 5.65651  0.000
F 17.19012 -13.03024 4.61932  0.000
F 17.45668 -11.09590 3.59315  0.000
H 12.45607 -9.78137 6.16915  0.000
H 12.63553 -11.43249 6.89233  0.000
H 11.31315 -11.09935 6.00808  0.000
H 12.70509 -10.67852 3.90345  0.000
H 12.71031 -12.33887 4.28899  0.000

- Orbital gap (alpha / beta): 8.544 / 8.400 eV
- HOMO level (alpha / beta): -8.41 / -8.28 eV
- ⟨S²⟩: 6.01
- Multiplicity: 5
- Total charge: 0

# 2
A structure of composition C36H49N5P2PtSi in a non-equilibrium geometry. Source: the OMol25 dataset; level of theory: ωB97M-V/def2-TZVPD.

Last column: Mulliken spin population.
CARTESIAN COORDINATES (ANGSTROEM)
Pt -0.69091 0.27852 3.74951  1.527
C -1.86947 -3.27472 0.42913  0.001
C -0.65714 -2.75561 0.62186  0.015
C 0.18262 -1.99868 -0.35744  -0.012
C 0.00844 -0.45448 -0.50650  -0.021
C -1.22988 0.33061 -0.22626  -0.003
C -2.47214 -0.04362 -0.59986  0.013
C -2.80505 -1.33865 -1.21006  -0.001
C -2.96954 -2.65551 -0.37765  0.009
C -1.69759 1.75064 3.05882  0.279
H -2.23545 -4.10086 1.06253  -0.001
H -0.13903 -2.93383 1.57120  -0.004
H 0.07070 -2.43642 -1.36005  0.001
H 1.24732 -2.17387 -0.08146  -0.001
H 0.80996 -0.01369 0.12183  0.020
H 0.22137 -0.28602 -1.57574  -0.002
H -1.08145 1.28317 0.26190  -0.003
H -3.31741 0.61331 -0.38609  0.000
H -2.11788 -1.56241 -2.02452  0.000
H -3.80129 -1.16128 -1.63181  0.000
H -3.82970 -2.50420 0.29628  -0.003
H -3.28837 -3.40131 -1.12233  0.000
H -2.29286 1.75300 4.01206  0.072
H -2.34951 1.48707 2.22479  -0.025
H -1.23629 2.73888 2.91668  0.018
P 0.48456 2.67760 -1.55534  0.007
P 2.97208 -0.30250 -1.30298  -0.009
N -0.61936 3.01015 -2.90393  0.001
N 1.19405 4.28368 -1.71370  0.000
N 2.94575 -0.96308 -2.93851  0.003
N 4.75447 -0.47926 -1.19545  -0.048
C 1.73226 1.86654 -2.63881  0.001
C 3.02372 1.43708 -1.91472  -0.006
C -1.88672 3.56636 -2.69619  0.000
C -2.41836 3.95693 -3.92686  0.000
C -1.43957 3.64803 -4.93372  0.000
C -0.34783 3.10708 -4.27188  0.000
C 1.25394 5.11828 -0.59095  -0.001
C 1.74551 6.34809 -0.98143  0.000
C 2.07359 6.25887 -2.37564  0.000
C 1.68924 4.98856 -2.80996  0.000
C 2.28882 -2.16396 -3.23765  0.013
C 2.33399 -2.36063 -4.61063  0.001
C 3.09393 -1.29584 -5.17458  0.010
C 3.41201 -0.42390 -4.14522  0.011
C 5.74656 -0.91627 -2.08060  0.348
C 7.00062 -0.55944 -1.58233  0.157
C 6.78003 0.13736 -0.34905  0.114
C 5.40639 0.18264 -0.14483  0.363
H 2.07298 2.56368 -3.43056  0.002
H 1.23233 1.01666 -3.14283  -0.001
H 3.86784 1.56862 -2.61131  0.009
H 3.24967 2.04847 -1.03145  0.004
H -2.31523 3.60856 -1.70148  0.000
H -3.38625 4.42316 -4.09478  0.000
H -1.50850 3.77656 -6.00865  0.000
H 0.59320 2.78034 -4.67809  0.000
H 0.95435 4.72454 0.36937  0.000
H 1.84447 7.22247 -0.36038  0.000
H 2.55696 7.01678 -2.98278  0.000
H 1.75050 4.55000 -3.79699  0.000
H 1.86524 -2.75886 -2.43718  0.001
H 1.88295 -3.18436 -5.13453  0.000
H 3.41890 -1.16377 -6.19364  0.000
H 3.89048 0.54250 -4.20499  -0.012
H 5.48696 -1.45349 -2.98407  0.021
H 7.95343 -0.78019 -2.04816  0.002
H 7.53799 0.54576 0.30895  0.002
H 4.82380 0.63037 0.65199  0.012
C 0.74467 -1.44601 4.34453  -0.013
Si -0.99714 -2.18032 4.74739  -0.012
C -1.07194 -4.06139 4.50356  0.023
C -1.56941 -1.73701 6.48459  0.019
N -1.98004 -1.21234 3.61754  0.571
C -3.30786 -1.57038 3.46543  0.114
C -4.15507 -0.99390 2.46949  0.133
C -5.48112 -1.43352 2.32138  -0.073
C -5.99439 -2.47977 3.10164  0.195
C -5.18698 -3.04819 4.09251  -0.059
C -3.89498 -2.58135 4.29586  0.140
H 1.16795 -1.57701 5.34101  0.012
H 1.11496 -0.39021 4.09713  0.039
H 1.20296 -2.12412 3.61147  -0.005
H -0.42411 -4.53623 5.25879  0.001
H -2.07982 -4.49061 4.62238  -0.003
H -0.72176 -4.35442 3.50331  0.001
H -1.55866 -0.64628 6.61220  0.001
H -2.59383 -2.07320 6.70216  -0.002
H -0.90282 -2.19698 7.22932  0.003
H -3.74056 -0.21181 1.81638  0.016
H -6.12783 -0.95402 1.59559  0.001
H -7.02314 -2.82385 2.99406  0.003
H -5.54964 -3.84545 4.74581  0.001
H -3.32066 -2.97187 5.14615  0.011

- Energy relative to the best compared isomer or geometry (same formula, charge and spin): 3.0494 eV
- Orbital gap (alpha / beta): 6.880 / 2.828 eV
- HOMO level (alpha / beta): -11.73 / -11.73 eV
- ⟨S²⟩: 6.06
- Multiplicity: 5
- Total charge: +2